No. 1
Entry from OMol25: 2 unconnected molecules or ions with the total composition C3H10N at a distorted geometry (ωB97M-V/def2-TZVPD).

XYZ file:
```
14
Properties=species:S:1:pos:R:3:mulliken_charge:R:1
N -1.15 -0.94 -1.87 -0.474
H -0.90 -1.56 -2.64 0.396
H -0.60 -1.21 -1.04 0.367
H -2.12 -1.13 -1.65 0.354
H -0.84 0.02 -2.01 0.354
C 1.75 0.35 0.91 -1.172
C 0.34 0.58 0.41 -0.234
C -0.71 0.38 1.19 -0.583
H 2.05 1.15 1.58 0.317
H 2.45 0.19 0.09 0.329
H 1.77 -0.58 1.49 0.331
H 0.25 1.20 -0.49 0.452
H -1.73 0.57 0.87 0.325
H -0.55 0.00 2.19 0.237
```

## Properties
- frontier orbital gap (eV) = 9.793
- net charge = +1
- multiplicity = 1
- energy above the lowest of the compared OMol25 structures with the same formula, charge and spin (kcal per mole) = 30.3
- HOMO energy (eV) = -13.95
- DFT total energy (eV) = -4755.5502

No. 2
Entry from OMol25: a molecular structure, C27H22Cl2FN5O2Ti at a distorted geometry (ωB97M-V/def2-TZVPD).

XYZ file:
```
60
Properties=species:S:1:pos:R:3:mulliken_spin:R:1
Ti 1.89 -1.56 0.30 0.969
N 5.56 -1.19 2.31 0.006
C 6.19 -2.00 1.41 -0.005
C 5.27 -2.36 0.47 0.011
N 4.02 -1.87 0.81 0.018
C 4.21 -1.17 1.96 -0.004
C 3.14 -0.48 2.52 0.032
N 1.79 -0.81 2.17 0.006
C 1.01 0.01 3.03 0.011
C 1.78 0.72 3.83 -0.003
N 3.12 0.41 3.54 0.006
H 5.88 -0.83 3.18 0.000
H 7.23 -2.22 1.43 0.000
H 5.45 -2.90 -0.46 -0.003
H -0.08 0.00 2.93 0.002
H 1.46 1.49 4.54 0.000
H 3.92 0.80 4.03 0.000
F -2.07 -5.39 -3.88 -0.001
C -1.27 -4.90 -2.88 -0.009
C 0.12 -5.19 -2.91 0.006
C 0.96 -4.61 -1.95 -0.009
C 0.41 -3.83 -0.93 -0.002
C 1.21 -3.47 0.27 0.002
C -0.97 -3.55 -0.93 -0.012
C -1.83 -4.06 -1.92 0.005
H 0.51 -5.96 -3.64 0.000
H 1.96 -5.03 -1.86 -0.001
H 2.18 -3.98 0.30 -0.009
H 0.72 -3.51 1.23 0.000
H -1.38 -2.92 -0.18 0.001
H -2.86 -3.80 -2.01 0.000
Cl -3.49 4.42 -2.51 0.000
C -4.23 3.74 -1.11 0.000
C -5.38 4.38 -0.63 0.000
C -6.14 3.89 0.41 0.000
C -5.81 2.65 0.95 0.000
C -4.74 1.91 0.47 0.000
Cl -4.76 0.26 0.98 0.000
C -3.85 2.54 -0.50 0.000
N -2.64 1.91 -0.73 0.000
C -1.40 2.61 -0.80 0.000
C -1.22 3.80 -0.12 0.000
C 0.05 4.32 0.19 0.001
C 1.19 3.72 -0.34 0.000
C 1.00 2.73 -1.29 0.001
C -0.23 2.10 -1.52 0.000
C -0.17 0.73 -2.19 0.003
C 0.58 -0.22 -1.23 0.003
O 1.72 -0.78 -1.62 -0.013
O 0.15 -0.37 -0.03 -0.010
H -5.55 5.38 -0.98 0.000
H -6.94 4.53 0.83 0.000
H -6.40 2.15 1.74 0.000
H -2.60 0.91 -0.55 0.000
H -2.11 4.29 0.31 0.000
H 0.13 5.17 0.88 0.000
H 2.24 4.02 -0.06 0.000
H 1.84 2.35 -1.88 0.000
H 0.37 0.73 -3.12 0.000
H -1.11 0.27 -2.29 0.001
```

## Properties
- frontier orbital gap (alpha / beta) (eV) = 5.663 / 5.635
- expectation value of S² = 0.758
- net charge = +1
- multiplicity = 2
- energy above the lowest of the compared OMol25 structures with the same formula, charge and spin (kcal per mole) = 26.8
- HOMO energy (alpha / beta) (eV) = -9.83 / -9.83
- DFT total energy (eV) = -90774.5670